The following is a DFT calculation (ωB97M-V/def2-TZVPD) of C22H27CsFN5O5S as an isolated structure.

Each line ends with the natural charge from an NBO analysis.
Atoms and positions in Å:
Cs1 4.886 0.381 -0.843  0.961
C1 -2.137 -0.343 -2.247  -0.619
C2 -1.630 -1.776 -2.155  -0.201
N1 -0.357 -1.891 -1.450  -0.388
C3 0.794 -1.798 -2.167  0.121
C4 2.057 -1.832 -1.671  -0.317
C5 3.179 -1.656 -2.720  0.752
O1 4.312 -2.054 -2.411  -0.744
O2 2.819 -1.073 -3.768  -0.780
C6 2.238 -1.972 -0.243  0.509
O3 3.291 -2.037 0.374  -0.624
C7 0.972 -1.981 0.537  -0.144
C8 1.073 -1.965 1.928  -0.196
C9 -0.054 -1.829 2.680  0.318
F1 0.019 -1.761 4.039  -0.345
C10 -1.314 -1.718 2.094  0.129
C11 -1.429 -1.778 0.725  -0.276
C12 -0.284 -1.899 -0.075  0.288
N2 -2.478 -1.436 2.886  -0.498
C13 -2.473 -0.073 3.419  -0.242
C14 -3.786 0.133 4.192  -0.233
N3 -4.742 -0.923 3.714  -0.497
C15 -4.309 -2.288 4.180  -0.219
C16 -2.794 -2.389 3.942  -0.248
H1 -3.087 -0.321 -2.786  0.206
H2 -1.416 0.278 -2.777  0.228
H3 -2.266 0.103 -1.262  0.217
H4 -1.475 -2.184 -3.153  0.217
H5 -2.358 -2.427 -1.669  0.190
H6 0.681 -1.683 -3.238  0.244
H7 2.060 -2.017 2.371  0.267
H8 -2.410 -1.652 0.291  0.216
H9 -2.397 0.620 2.582  0.238
H10 -1.629 0.113 4.092  0.220
H11 -4.229 1.109 4.013  0.238
H12 -3.674 -0.015 5.264  0.221
H13 -4.683 -0.936 2.692  0.452
H14 -5.700 -0.724 3.996  0.434
H15 -4.870 -3.012 3.592  0.227
H16 -4.584 -2.381 5.229  0.223
H17 -2.541 -3.395 3.614  0.248
H18 -2.239 -2.193 4.865  0.205
O4 0.174 0.956 -0.415  -0.671
C17 1.160 1.596 -0.734  0.808
O5 2.048 1.952 0.179  -0.730
C18 1.387 2.025 -2.180  -0.156
N4 2.728 1.715 -2.688  -0.691
C19 3.218 2.861 -3.480  -0.229
C20 2.012 3.782 -3.661  -0.411
C21 1.228 3.541 -2.373  -0.414
H19 0.617 1.499 -2.753  0.191
H20 2.694 0.863 -3.250  0.425
H21 2.733 2.638 -0.122  0.520
H22 3.629 2.512 -4.428  0.201
H23 4.009 3.380 -2.935  0.203
H24 1.419 3.470 -4.526  0.192
H25 2.293 4.826 -3.796  0.216
H26 0.181 3.839 -2.426  0.208
H27 1.706 4.076 -1.550  0.231
S1 6.698 3.684 -0.780  -0.345
C22 5.090 3.744 -0.477  0.127
N5 3.940 3.717 -0.283  -0.671

Calculated values
Relative energy (zero: lowest compared OMol25 entry of this formula, charge and spin) (kJ/mol): 10.7
HOMO-LUMO gap (eV): 5.29
Calculated total energy (Ha): -2022.74360
Molar mass (g/mol): 625.5
LUMO (eV): -1.62
HOMO (eV): -6.9074
Strongest force on any atom (eV Å⁻¹): 0.61